# C11H9N3O5Pt

C11H9N3O5Pt as an isolated structure (ωB97M-V/def2-TZVPD, the OMol25 dataset).

Last column: Löwdin spin population.
Cartesian coordinates (Å):
Pt -1.29386 0.37905 -0.46864  1.50
O 3.79631 0.28106 -4.03056  0.01
O -0.98285 2.46360 -1.30337  0.08
O 0.63292 -3.13828 -2.13344  0.81
O -0.86133 -1.87294 -0.94698  0.09
O 0.57310 3.68976 -2.41387  0.84
N 0.34573 0.27597 -1.83638  0.10
N -1.66571 -0.52748 3.53632  0.02
N -1.70462 0.21605 1.49837  0.10
C -1.60952 -0.87697 2.26547  0.04
C 2.67569 0.21790 -3.34241  0.01
C 0.09315 -2.09214 -1.65198  0.09
C 2.07275 -0.97504 -2.92327  0.00
C -1.77855 0.85300 3.61297  0.01
C -1.57987 -1.45134 4.68587  0.00
C -1.79018 1.31350 2.35171  0.02
C 0.92447 -0.87292 -2.17871  0.09
C 2.05243 1.44216 -3.04481  0.00
C 0.03754 2.63252 -1.93106  0.09
C 0.90504 1.40262 -2.30101  0.08
H -2.37143 -2.19140 4.62200  0.00
H 2.47956 2.36570 -3.40835  0.00
H -1.85127 1.37738 4.55106  0.00
H 4.18948 -0.58174 -4.23106  0.00
H -1.90188 2.32227 1.99647  0.00
H 2.49100 -1.93808 -3.17967  0.00
H -1.56456 -1.89446 1.91281  0.00
H -1.70098 -0.87693 5.59734  0.00
H -0.61257 -1.94282 4.69517  0.00

Forces on the atoms, in the same order (eV/Å):
Pt 0.347 -0.466 -0.092
O -0.163 0.001 0.077
O -0.610 1.046 0.278
O -0.380 -0.535 0.241
O -0.521 -0.974 0.420
O -0.355 0.351 0.188
N 0.046 0.154 -0.138
N 0.104 -0.066 0.531
N 0.175 0.464 -0.282
C -0.293 0.040 -0.087
C 0.382 0.028 -0.257
C 0.895 1.291 -0.509
C -0.081 0.121 0.056
C -0.005 -0.244 0.335
C -0.104 0.110 -0.127
C -0.068 -0.120 -0.308
C -0.241 -0.560 0.131
C -0.145 -0.104 0.120
C 0.996 -1.042 -0.481
C -0.181 0.502 0.052
H -0.058 -0.002 -0.025
H 0.012 0.032 -0.008
H 0.003 -0.095 0.004
H -0.017 0.011 0.005
H 0.061 0.005 -0.080
H 0.018 -0.024 0.015
H 0.118 0.013 -0.032
H -0.011 0.042 0.009
H 0.075 0.021 -0.032

Output
<S²>: 6.01
Multiplicity: 5
Charge: +2
M in g/mol: 458.3
HOMO-LUMO gap (alpha / beta) in eV: 8.619 / 5.269

***

# C12H10AsF6O3PPtS2Se2

C12H10AsF6O3PPtS2Se2 as an isolated structure (ωB97M-V/def2-TZVPD, the OMol25 dataset).

Last column: Löwdin spin population.
Cartesian coordinates (Å):
Pt -0.68115 1.58171 2.38723  1.40
Se -1.95255 -0.11768 0.79367  0.90
Se 1.06725 1.63353 0.63616  0.90
As -1.90843 3.76861 -0.27193  0.01
S -0.11044 3.01336 4.27949  0.99
S -0.70071 1.09793 5.02285  0.01
P 0.06565 -0.22338 -0.18019  0.08
F -1.62759 4.28183 -1.86755  0.00
F -2.11183 3.07392 1.39214  0.08
F -3.52718 3.32241 -0.57961  0.00
F -0.22878 3.98331 0.15927  0.05
F -1.43748 2.09202 -0.74427  0.09
F -2.31722 5.29497 0.33540  0.00
O -2.05931 1.18828 4.48694  0.18
O 0.13126 0.26041 4.10924  0.16
O -0.49365 0.92244 6.40737  0.02
C 1.96891 -2.73609 2.35775  0.00
C 0.03113 -0.25877 -1.94666  0.01
C -1.15899 -0.11437 -2.65726  0.01
C 1.38832 -1.60029 1.82430  0.03
C -1.11816 -0.11477 -4.04088  0.00
C 2.04229 -3.89856 1.59986  0.01
C 1.53651 -3.93544 0.30628  0.00
C 0.95505 -2.80738 -0.24417  0.01
C 1.25962 -0.38657 -2.60577  0.00
C 0.09692 -0.24022 -4.69927  0.00
C 0.88725 -1.63590 0.51840  0.04
C 1.28393 -0.37611 -3.98685  0.00
H 0.56022 -2.83702 -1.25102  0.00
H 2.22561 -0.47092 -4.50898  0.00
H 2.35772 -2.71472 3.36622  0.00
H 1.59475 -4.84516 -0.27491  0.00
H 0.12235 -0.22668 -5.78053  0.00
H -2.10322 0.01367 -2.14540  0.01
H -2.03429 -0.00108 -4.60284  0.00
H 1.31692 -0.70766 2.43258  0.01
H 2.49544 -4.78529 2.02228  0.00
H 2.18389 -0.49434 -2.04933  0.00

Forces on the atoms, in the same order (eV/Å):
Pt -0.406 -0.067 0.159
Se 0.225 0.079 0.001
Se 0.104 -0.121 -0.105
As -0.215 0.083 -0.247
S 0.063 0.020 -0.017
S 0.102 -0.088 0.000
P -0.066 0.095 0.099
F 0.045 -0.010 0.083
F 0.053 -0.046 0.090
F 0.046 -0.006 0.037
F 0.011 0.082 -0.029
F 0.044 -0.032 0.016
F 0.042 0.001 0.002
O -0.064 0.000 -0.026
O -0.028 0.104 0.031
O 0.009 0.004 0.005
C -0.005 -0.016 -0.022
C 0.003 -0.018 -0.072
C -0.005 0.006 0.029
C -0.004 0.034 0.007
C 0.015 0.004 -0.009
C -0.002 0.006 0.007
C 0.003 -0.005 -0.001
C -0.012 0.003 -0.005
C 0.008 -0.007 0.019
C -0.008 -0.004 -0.007
C 0.034 -0.073 -0.005
C -0.011 0.000 -0.004
H 0.001 0.010 -0.010
H 0.005 0.001 -0.002
H 0.002 0.004 0.001
H 0.000 -0.001 -0.003
H 0.001 -0.004 -0.004
H 0.003 0.001 0.004
H -0.005 -0.004 -0.004
H 0.013 -0.035 -0.023
H 0.002 -0.002 0.001
H -0.005 0.002 0.008

Output
<S²>: 8.77
Multiplicity: 6
Charge: +1
M in g/mol: 839.2
HOMO-LUMO gap (alpha / beta) in eV: 7.849 / 6.290

***

# C12H10B2BrF8MnN2O4

C12H10B2BrF8MnN2O4 as an isolated structure (ωB97M-V/def2-TZVPD, the OMol25 dataset).

Last column: Löwdin spin population.
Cartesian coordinates (Å):
Br -2.33539 -0.75148 -0.96876  0.06
Mn 0.10241 -0.92774 -0.05664  4.72
F 1.48944 -2.57466 0.42118  0.03
F 0.07752 1.20570 -0.06922  0.04
F 1.97695 0.00030 0.37852  0.04
F 1.51349 1.83945 1.65560  0.00
F -0.06439 -2.85701 -1.16556  0.03
F -0.61628 -2.92760 1.08372  0.02
F 0.53238 -4.69812 0.12487  0.00
F 2.13576 2.12322 -0.54390  0.00
O -1.22700 1.21612 3.24957  0.01
O 1.00433 0.03777 -2.36336  0.01
O -0.15453 0.61613 -4.09546  0.00
O -0.81345 -0.49302 2.00082  0.02
N -1.42225 0.07388 2.89468  0.00
N 0.84554 0.62550 -3.41029  0.00
C 4.08857 2.98482 -4.67932  0.00
C -2.92660 -1.87166 3.05021  0.00
C -3.86453 -2.58984 3.75769  0.00
C 1.75736 2.42094 -4.79815  0.00
C -4.42234 -2.07852 4.92154  0.00
C -3.99491 -0.84512 5.40958  0.00
C 2.82681 3.19985 -5.22621  0.00
C -3.02905 -0.13979 4.73400  0.00
C 3.21378 1.21604 -3.27438  0.00
C -2.47371 -0.67879 3.58805  0.00
C 1.98860 1.42469 -3.86961  0.00
C 4.27968 1.97180 -3.74390  0.00
B 0.30033 -3.35591 0.10394  0.01
B 1.42434 1.34835 0.37127  0.00
H 0.75454 2.59051 -5.16307  0.00
H 4.90752 3.63886 -4.95394  0.00
H -2.45370 -2.29453 2.17918  0.00
H -5.25305 -2.60467 5.37445  0.00
H 5.23811 1.84274 -3.25428  0.00
H -4.42515 -0.46058 6.32496  0.00
H 2.63555 3.98134 -5.94944  0.00
H -4.21924 -3.53821 3.37481  0.00
H 3.34245 0.48584 -2.49237  0.00
H -2.73990 0.84340 5.07921  0.00

Forces on the atoms, in the same order (eV/Å):
Br 0.081 0.096 0.229
Mn -1.350 0.435 -0.654
F -0.013 -0.349 -0.043
F 0.275 0.263 0.230
F -0.249 0.219 -0.151
F -0.189 0.016 -0.234
F -0.015 -0.383 0.041
F -0.193 -0.379 -0.324
F -0.049 0.053 -0.044
F -0.166 -0.188 0.183
O 0.039 -0.264 -0.109
O -0.097 -0.532 0.129
O 0.124 -0.078 0.179
O -0.170 0.049 0.714
N 0.133 0.502 -0.256
N -0.158 0.202 -0.106
C -0.136 -0.085 -0.094
C 1.046 -0.217 0.199
C -0.721 -0.082 0.112
C 0.192 0.011 -0.298
C -0.041 0.217 -0.291
C -0.486 -0.643 0.187
C -0.210 -0.188 0.335
C 0.274 0.559 0.085
C 0.354 0.024 -0.560
C -0.432 -0.153 -0.235
C -0.230 0.278 0.203
C 0.026 0.365 0.546
B 0.746 -0.669 0.305
B 0.999 0.936 0.172
H 0.023 -0.106 -0.040
H 0.048 -0.144 -0.059
H -0.030 0.173 -0.300
H 0.182 -0.052 0.268
H 0.045 0.017 -0.214
H -0.011 0.148 -0.072
H 0.163 0.060 0.037
H 0.073 0.021 -0.058
H -0.097 -0.033 0.037
H 0.223 -0.100 -0.050

Output
<S²>: 8.75
Multiplicity: 6
Charge: -1
M in g/mol: 554.7
ΔE to the lowest compared entry with this formula, charge and spin in eV: 0.000
HOMO-LUMO gap (alpha / beta) in eV: 7.071 / 7.073

***

# C12H10BN10O2PtS

C12H10BN10O2PtS as an isolated structure (ωB97M-V/def2-TZVPD, the OMol25 dataset).

Last column: Mulliken charge in e.
Cartesian coordinates (Å):
Pt 1.21092 0.56802 -0.09650  0.52
S 2.13535 2.24899 -1.30752  0.05
O 1.14618 2.99433 -2.11146  -0.54
O 1.77279 -1.11896 -3.03483  -0.69
N 4.39771 2.64006 -3.85191  -0.53
N -0.50842 0.63690 2.42561  0.26
N -0.31484 -1.65763 1.37948  0.22
N 2.81358 -0.69954 -6.26176  -0.54
N -2.35924 -0.22156 0.94774  0.47
N 2.27026 0.60962 -1.78085  -0.81
N 0.43580 1.24835 1.68804  -0.51
N -2.04655 0.58289 -0.08551  -0.58
N 2.29111 0.00194 -2.94301  1.39
N 0.57017 -1.37399 0.40405  -0.58
C 1.07911 -2.52453 -0.02141  0.05
C 0.80108 2.34795 2.33748  0.13
C 2.85558 -0.15842 -5.24514  0.11
C -3.62437 -0.67948 0.83787  -0.30
C -0.36804 -2.98697 1.55935  -0.23
C 0.51117 -3.58900 0.68308  -1.06
C -4.16751 -0.14960 -0.31016  -0.73
C 3.70766 1.71842 -3.91693  0.14
C -0.73866 1.35371 3.53576  -0.20
C 0.07767 2.46560 3.52501  -1.06
C -3.12721 0.63414 -0.84488  -0.33
C 2.91607 0.55593 -4.02632  0.48
B -1.29385 -0.61725 1.97424  0.29
H 1.80505 -2.51587 -0.81737  0.47
H -1.47402 1.01949 4.24744  0.44
H 1.55835 2.98857 1.91855  0.41
H -1.82722 -1.11319 2.93478  -0.15
H -1.04038 -3.40510 2.28918  0.43
H 0.14274 3.24438 4.26366  0.37
H -5.16023 -0.29823 -0.69935  0.37
H -4.03799 -1.34013 1.58259  0.42
H -3.12036 1.22935 -1.74486  0.44
H 0.71053 -4.63919 0.56585  0.37

Forces on the atoms, in the same order (eV/Å):
Pt -0.056 0.053 -0.021
S -0.044 0.236 -0.018
O 0.023 -0.024 0.014
O 0.020 0.001 -0.002
N -0.018 0.015 -0.022
N 0.040 -0.030 0.022
N -0.012 -0.055 -0.009
N 0.055 -0.007 -0.005
N 0.070 -0.017 -0.012
N 0.271 -0.262 0.029
N 0.005 -0.019 -0.082
N -0.039 0.004 -0.007
N -0.199 0.063 0.013
N 0.006 -0.092 0.162
C 0.000 0.033 -0.066
C -0.014 0.007 -0.007
C -0.103 0.015 0.016
C -0.004 -0.009 0.034
C -0.010 0.041 -0.025
C 0.024 0.014 -0.005
C -0.001 0.011 0.001
C 0.012 -0.023 0.098
C -0.016 0.000 -0.027
C 0.015 0.009 0.018
C -0.035 0.007 -0.029
C 0.033 -0.012 -0.042
B -0.047 0.061 -0.042
H -0.002 -0.011 -0.001
H 0.000 0.001 0.001
H 0.000 0.002 -0.003
H 0.011 -0.002 0.006
H -0.003 -0.001 0.000
H 0.004 -0.004 0.002
H 0.001 -0.005 0.002
H -0.002 0.000 -0.004
H 0.009 -0.001 0.010
H 0.004 -0.002 -0.001

Output
Charge: -1
M in g/mol: 564.2
ΔE to the lowest compared entry with this formula, charge and spin in eV: 1.315
HOMO-LUMO gap in eV: 7.938

***

# C12H10BrN3O3S

One molecule with the formula C12H10BrN3O3S (ωB97M-V/def2-TZVPD, the OMol25 dataset).

Last column: Mulliken charge in e.
Cartesian coordinates (Å):
Br 3.65479 2.74646 -4.66008  -0.18
S 2.16866 -1.02174 0.54524  -0.16
O 0.44498 1.11256 2.19620  -0.52
O 0.64110 -2.46405 -1.17422  -0.57
O 0.20131 -0.41996 3.64351  -0.61
N -2.75374 -1.08344 0.75867  0.48
N -1.74444 -1.61237 -0.03724  -0.85
N -0.04214 0.12344 2.57298  0.85
C 0.69505 -1.65836 -0.14040  0.52
C 2.84770 2.20662 -1.87966  -0.40
C -4.07865 -1.00588 0.08722  -0.88
C 3.24921 -0.44896 -1.95249  -0.05
C -0.90176 -0.52050 1.70731  1.17
C -2.21776 -0.36625 1.81145  -0.03
C 2.69762 1.39474 -0.71555  -0.23
C 3.54929 0.29310 -3.15801  -0.51
C 2.78622 0.06484 -0.76784  -0.14
C -0.63312 -1.35750 0.50163  0.15
C 3.26609 1.64867 -3.11980  0.15
C -3.08808 0.28687 2.75477  -1.73
H -3.99037 -0.41746 -0.87425  0.30
H 2.31436 1.89773 0.11759  0.46
H 3.51704 -1.50568 -1.83295  0.34
H -4.01155 -0.25098 2.98726  0.36
H 4.14630 -0.16995 -4.03191  0.30
H -2.56663 0.50425 3.67158  0.40
H -4.66752 -1.93711 -0.18648  0.27
H -3.31228 1.18368 2.23475  0.38
H 2.56394 3.27931 -1.78792  0.34
H -4.73560 -0.50208 0.72864  0.38

Forces on the atoms, in the same order (eV/Å):
Br -0.342 -0.418 0.763
S 1.194 0.725 0.393
O 1.667 3.909 -1.052
O 0.833 4.161 4.810
O -0.190 0.043 0.231
N 0.875 -1.211 -2.355
N -3.534 -0.581 -0.503
N 0.858 -2.604 2.467
C -2.193 -4.559 -5.435
C 0.034 -0.056 -0.097
C 0.302 -0.171 -1.453
C 1.504 -1.495 -1.830
C -0.156 -1.912 -2.441
C -1.426 -2.352 -1.442
C -0.904 3.325 -1.796
C 0.769 -1.395 0.866
C -0.395 -1.759 -0.727
C 2.448 2.609 2.872
C 0.070 0.485 1.169
C -0.358 0.300 0.744
H 0.083 -0.573 1.142
H -0.394 0.582 1.344
H -0.209 0.230 -0.932
H 0.283 -0.040 -0.169
H -1.466 0.656 1.589
H 0.110 0.198 0.349
H 1.646 0.467 0.617
H -0.789 1.368 0.108
H 0.513 -0.957 -0.203
H -0.836 1.025 0.970

Output
Charge: 0
M in g/mol: 356.2
HOMO-LUMO gap in eV: 8.675
SMILES: Cc1c([N+](=O)[O-])c(C(=O)Sc2ccc(Br)cc2)nn1C

***

# C12H10BrN3SbScSe4

C12H10BrN3SbScSe4 as an isolated structure (ωB97M-V/def2-TZVPD, the OMol25 dataset).

Last column: Mulliken charge in e.
Cartesian coordinates (Å):
Sb 4.13687 1.33369 0.76423  0.80
Br 2.52161 -3.52253 0.47870  -0.06
Se 4.23865 3.57785 1.79840  -0.59
Se 2.94112 -0.19517 2.39274  -0.49
Se 6.53168 0.82879 0.31949  -0.59
Se 2.78895 0.88720 -1.32662  -0.45
Sc 1.45425 -0.82592 0.27050  0.41
N -0.33630 0.21162 0.95208  0.01
N 0.65689 -2.08575 -1.28807  -0.07
N -2.52293 0.32981 1.47644  -0.08
C 1.03369 -3.33665 -0.83816  0.48
C -0.84888 -2.96664 -2.87049  -0.71
C 0.01170 2.72494 0.61759  -0.28
C -0.49366 -4.25199 -2.46526  -0.09
C -2.06411 1.70117 1.37939  0.43
C -0.65831 3.94360 0.64213  -0.75
C -0.72971 1.60849 0.94430  0.60
C -1.96185 4.04113 1.07241  -0.38
C -1.47014 -0.44038 1.25257  -0.46
C -0.34361 -1.87705 -2.24207  -0.20
C 0.48363 -4.41898 -1.45025  -0.41
C -2.67518 2.91889 1.52859  -0.77
H -2.47742 5.03730 1.06279  0.32
H -3.68892 2.93441 1.97723  0.35
H -1.69248 -2.74389 -3.49981  0.37
H -0.06145 4.78542 0.33346  0.44
H -1.42282 -1.50262 1.42056  0.45
H -0.63647 -0.82346 -2.35005  0.47
H 0.73830 -5.42914 -1.13890  0.39
H -3.53982 0.01915 1.48962  0.30
H 1.02597 2.64786 0.29792  0.18
H -0.93920 -5.11117 -3.00145  0.37

Forces on the atoms, in the same order (eV/Å):
Sb 2.530 1.314 0.683
Br -1.587 0.567 -1.259
Se -0.853 -0.713 -0.521
Se -0.997 -0.870 -0.809
Se -1.239 -0.380 -0.002
Se -1.359 -1.173 0.449
Sc 2.725 3.170 1.050
N -2.318 0.647 -0.084
N -0.541 -1.222 0.494
N -1.866 1.418 0.433
C -0.145 2.061 -1.719
C -1.347 -0.193 0.137
C -0.722 0.040 0.040
C 0.810 0.066 -0.002
C 0.650 -1.557 -0.839
C 1.086 -0.572 -0.184
C 0.201 -1.499 0.490
C -1.682 0.828 0.667
C 2.180 0.099 -0.265
C 2.826 -0.153 2.692
C -1.193 -1.849 -0.768
C -1.072 0.341 -0.014
H 0.625 -1.095 0.194
H 0.688 0.431 -0.588
H 0.007 -0.506 -0.657
H -0.271 0.402 0.007
H -0.576 -0.250 -0.188
H 0.203 -0.633 -0.268
H 0.070 0.210 -0.065
H 2.191 0.584 0.288
H 0.591 0.005 -0.073
H 0.387 0.480 0.684

Output
Charge: 0
M in g/mol: 758.7
HOMO-LUMO gap in eV: 3.399